<w>
{
  "formula": "C2H8N4",
  "method": "ωB97M-V with the def2-TZVPD basis set",
  "smiles": "CN/N=C\\NN",
  "e_homo_ev": -9.081,
  "orbital_gap_ha": 0.3735,
  "charge": 0,
  "multiplicity": 1,
  "lumo_ha": 0.0397,
  "species": ["C", "N", "N", "C", "N", "N", "H", "H", "H", "H", "H", "H", "H", "H"],
  "positions_angstrom": [[-0.796, -2.036, 0.679], [-0.614, -0.643, 0.125], [0.807, -0.442, 0.074], [1.340, 0.579, -0.473], [0.397, 1.559, -1.062], [-0.379, 2.194, -0.003], [-1.816, -2.483, 0.799], [-0.102, -2.759, 0.230], [-0.270, -2.059, 1.710], [-0.790, -0.559, -0.921], [2.502, 0.805, -0.317], [0.734, 2.176, -1.707], [0.146, 2.183, 0.798], [-1.159, 1.484, 0.069]],
  "lowdin_charge": [-0.1316, -0.1367, -0.0469, -0.2075, -0.1062, 0.0031, 0.0765, 0.0516, 0.0884, 0.1275, 0.1435, 0.0465, 0.0192, 0.0727]
}



<x>
{
  "formula": "C2H8N4",
  "method": "ωB97M-V with the def2-TZVPD basis set",
  "smiles": "C/C(=N/N)NN",
  "e_homo_ev": -7.462,
  "orbital_gap_ha": 0.3129,
  "charge": 0,
  "multiplicity": 1,
  "lumo_ha": 0.0387,
  "species": ["C", "C", "N", "N", "N", "N", "H", "H", "H", "H", "H", "H", "H", "H"],
  "positions_angstrom": [[-0.944, -1.775, 0.396], [-0.052, -0.578, 0.075], [1.203, -0.431, 0.496], [1.841, 0.613, -0.002], [-0.573, 0.537, -0.510], [-0.362, 1.937, -0.203], [-1.610, -1.960, -0.659], [-1.777, -1.775, 1.148], [-0.381, -2.737, 0.639], [2.933, 0.545, -0.023], [1.525, 0.772, -1.065], [-1.638, 0.388, -0.747], [0.521, 2.302, -0.294], [-0.687, 2.161, 0.749]],
  "lowdin_charge": [-0.0657, -0.4487, -0.0653, -0.1182, -0.0975, 0.0061, 0.1277, 0.0632, 0.0814, 0.1220, 0.1330, 0.1631, 0.0094, 0.0895]
}



Ranked by calculated energy, most stable first: <w>, <x>.



<w>
{
  "formula": "C2H8N4",
  "method": "ωB97M-V with the def2-TZVPD basis set",
  "smiles": "C/C(=N/N)NN",
  "e_homo_ev": -8.669,
  "orbital_gap_ha": 0.3563,
  "charge": 0,
  "multiplicity": 1,
  "lumo_ha": 0.0378,
  "species": ["C", "C", "N", "N", "N", "N", "H", "H", "H", "H", "H", "H", "H", "H"],
  "positions_angstrom": [[0.887, 1.730, 0.415], [-0.080, 0.424, 0.323], [-0.188, -0.310, 1.449], [-0.841, -1.571, 0.938], [-0.587, 0.199, -0.928], [-0.050, -0.966, -1.561], [0.480, 2.685, -0.010], [1.663, 1.469, -0.309], [1.261, 1.825, 1.449], [-0.869, -2.255, 1.773], [-1.775, -1.341, 0.625], [-0.368, 1.105, -1.560], [-0.411, -1.859, -1.203], [0.877, -1.134, -1.402]],
  "lowdin_charge": [-0.0371, -0.4274, 0.0216, -0.0812, -0.0848, -0.0065, 0.0709, 0.0559, 0.0655, 0.0987, 0.0534, 0.1749, 0.0668, 0.0294]
}



<x>
{
  "formula": "C2H8N4",
  "method": "ωB97M-V with the def2-TZVPD basis set",
  "e_homo_ev": [-8.274, -8.275],
  "orbital_gap_ha": [0.2896, 0.2898],
  "charge": 0,
  "multiplicity": 1,
  "lumo_ha": [-0.0144, -0.0143],
  "species": ["C", "N", "C", "N", "H", "H", "H", "H", "H", "H", "N", "N", "H", "H"],
  "positions_angstrom": [[0.414, -1.726, 0.415], [0.775, 1.075, 0.831], [-0.350, 0.417, 1.142], [-0.651, -0.801, 0.775], [0.817, 1.083, -0.644], [0.756, 2.028, 1.185], [-1.168, 0.969, 1.618], [0.666, -2.302, 1.312], [0.036, -2.423, -0.331], [1.329, -1.265, 0.035], [-0.581, -0.071, -1.571], [0.048, 1.037, -1.532], [-0.500, 1.907, -1.531], [-1.590, 0.072, -1.704]],
  "lowdin_charge": [-0.1869, 0.0028, -0.4123, -0.0624, 0.0866, 0.0473, 0.0998, 0.0731, 0.0569, 0.0540, 0.0696, -0.0258, 0.1126, 0.0848]
}



Ranked by calculated energy, most stable first: <w>, <x>.



<w>
{
  "formula": "C4H9FN2",
  "method": "ωB97M-V with the def2-TZVPD basis set",
  "e_homo_ev": -9.101,
  "orbital_gap_ha": 0.3522,
  "charge": 0,
  "multiplicity": 1,
  "lumo_ha": 0.0178,
  "species": ["C", "C", "C", "C", "H", "H", "H", "H", "H", "H", "H", "H", "H", "N", "N", "F"],
  "positions_angstrom": [[1.721, 0.059, -0.039], [0.370, 0.848, -0.079], [-0.910, 0.400, -0.580], [-0.706, 0.503, 0.870], [2.069, -0.409, -1.454], [1.568, -1.127, 1.079], [2.385, 1.176, 0.528], [-1.469, 1.097, -1.072], [-0.267, -0.405, -2.137], [-1.557, -1.459, -1.462], [-1.417, 1.079, 1.656], [-1.289, -1.237, 1.984], [-0.107, -1.237, 0.752], [-0.630, -0.827, -1.376], [-0.422, -0.715, 1.539], [0.660, 2.252, -0.210]],
  "lowdin_charge": [-0.0594, -0.5156, -0.2677, -0.2898, 0.1767, 0.2240, 0.1673, 0.1138, 0.0133, 0.1523, 0.2002, 0.1399, -0.0100, 0.0431, -0.0308, -0.0571]
}



<x>
{
  "formula": "C4H9FN2",
  "method": "ωB97M-V with the def2-TZVPD basis set",
  "e_homo_ev": -9.637,
  "orbital_gap_ha": 0.3040,
  "charge": 0,
  "multiplicity": 1,
  "lumo_ha": -0.0502,
  "species": ["C", "C", "C", "C", "H", "H", "H", "H", "H", "H", "H", "H", "H", "N", "N", "F"],
  "positions_angstrom": [[-0.848, -0.253, -0.361], [-0.443, 1.295, -0.449], [1.053, 0.413, 0.880], [0.299, -0.852, 0.333], [-1.879, -1.227, 1.155], [-3.183, -0.570, -1.000], [-1.016, -0.700, -1.465], [-1.181, 1.873, 0.128], [-0.457, 1.703, -1.605], [1.656, 1.144, -0.805], [2.089, 0.158, 0.919], [0.502, 0.725, 1.727], [0.070, -1.803, 1.007], [-2.109, -0.162, 0.481], [1.047, 1.476, -0.117], [1.164, -1.569, -0.558]],
  "lowdin_charge": [-0.4883, -0.1711, -0.1846, -0.2998, 0.1400, 0.2344, 0.1509, 0.0946, 0.1473, 0.0681, 0.1117, 0.1096, 0.1732, 0.0075, -0.0223, -0.0712]
}



Ranked by calculated energy, most stable first: <x>, <w>.



<w>
{
  "formula": "C4H9FN2",
  "method": "ωB97M-V with the def2-TZVPD basis set",
  "e_homo_ev": [-7.517, -7.690],
  "orbital_gap_ha": [0.2976, 0.2977],
  "charge": 0,
  "multiplicity": 1,
  "lumo_ha": [0.0213, 0.0151],
  "species": ["C", "C", "C", "C", "N", "N", "F", "H", "H", "H", "H", "H", "H", "H", "H", "H"],
  "positions_angstrom": [[0.851, -0.240, 0.313], [-0.072, -1.027, -0.262], [2.199, 0.131, -0.167], [-1.349, -1.214, 0.350], [-0.981, 1.416, -0.379], [-2.128, 0.883, 0.080], [-2.284, -1.962, -0.332], [0.613, 0.169, 1.327], [0.236, -1.399, -1.190], [2.490, -0.465, -0.976], [2.938, 0.078, 0.580], [2.113, 1.240, -0.382], [-1.441, -0.930, 1.369], [-0.109, 1.216, 0.042], [-0.822, 1.084, -1.394], [-2.252, 1.020, 1.021]],
  "lowdin_charge": [-0.2333, -0.1394, -0.0738, -0.1472, -0.1036, 0.0121, -0.0140, 0.1348, 0.1062, 0.0619, 0.0600, 0.1087, 0.0968, -0.0132, 0.1389, 0.0052]
}



<x>
{
  "formula": "C4H9FN2",
  "method": "ωB97M-V with the def2-TZVPD basis set",
  "e_homo_ev": -8.628,
  "orbital_gap_ha": 0.3463,
  "charge": 0,
  "multiplicity": 1,
  "lumo_ha": 0.0292,
  "species": ["C", "C", "C", "C", "H", "H", "H", "H", "H", "H", "H", "H", "H", "N", "N", "F"],
  "positions_angstrom": [[0.697, 0.370, -0.993], [-0.366, 1.098, 0.044], [0.006, 0.070, 1.152], [0.870, -0.648, 0.052], [0.070, 0.775, -2.902], [-0.735, -0.532, -1.998], [1.613, 0.967, -0.710], [-1.548, 0.908, -0.237], [-0.408, 2.100, 0.197], [0.772, 0.358, 1.866], [-1.814, -1.201, 1.067], [-1.144, -0.610, 2.826], [2.119, -0.690, 0.110], [0.161, 0.049, -2.172], [-0.762, -0.956, 1.839], [0.467, -2.056, -0.142]],
  "lowdin_charge": [-0.4279, -0.0708, -0.3964, -0.2451, 0.1046, 0.1421, 0.1602, 0.1472, 0.0357, 0.1284, 0.2105, 0.1018, 0.1820, 0.0456, -0.0317, -0.0863]
}



Ranked by calculated energy, most stable first: <x>, <w>.



<w>
{
  "formula": "C2H3N3O3",
  "method": "ωB97M-V with the def2-TZVPD basis set",
  "smiles": "O=c1nc(O)[nH]n1O",
  "e_homo_ev": -9.481,
  "orbital_gap_ha": 0.3642,
  "charge": 0,
  "multiplicity": 1,
  "lumo_ha": 0.0157,
  "species": ["O", "C", "N", "C", "O", "N", "N", "O", "H", "H", "H"],
  "positions_angstrom": [[1.655, 1.456, -0.076], [0.663, 0.825, 0.125], [-0.670, 1.150, 0.032], [-1.271, -0.007, -0.052], [-2.573, -0.112, -0.086], [-0.461, -1.144, -0.061], [0.756, -0.609, 0.386], [1.870, -1.232, -0.193], [-2.933, 0.747, -0.151], [-0.824, -1.934, 0.447], [2.421, -0.400, -0.390]],
  "lowdin_charge": [0.1049, -0.4961, 0.2097, -0.4228, 0.1727, 0.1494, -0.1074, -0.0007, 0.1110, 0.1553, 0.1241]
}



<x>
{
  "formula": "C2H3N3O3",
  "method": "ωB97M-V with the def2-TZVPD basis set",
  "smiles": "[H]/N=c1\\nc(O)on1O",
  "e_homo_ev": -9.973,
  "orbital_gap_ha": 0.3825,
  "charge": 0,
  "multiplicity": 1,
  "lumo_ha": 0.0160,
  "species": ["H", "N", "C", "N", "C", "O", "O", "N", "O", "H", "H"],
  "positions_angstrom": [[1.555, 0.357, -2.161], [1.096, 0.944, -1.481], [0.577, 0.299, -0.559], [0.638, -0.936, 0.037], [-0.260, -0.965, 0.934], [-0.446, -1.919, 1.834], [-1.034, 0.139, 1.085], [-0.242, 1.187, 0.358], [-1.124, 1.884, -0.380], [0.258, -2.574, 1.620], [-1.017, 1.585, -1.288]],
  "lowdin_charge": [0.0709, 0.1772, -0.4305, 0.1912, -0.4795, 0.1651, 0.0782, -0.0356, 0.0213, 0.1522, 0.0895]
}



Ranked by calculated energy, most stable first: <w>, <x>.



<w>
{
  "formula": "C2H3N3O3",
  "method": "ωB97M-V with the def2-TZVPD basis set",
  "smiles": "O/N=C1/NOC=NO1",
  "e_homo_ev": -9.533,
  "orbital_gap_ha": 0.3727,
  "charge": 0,
  "multiplicity": 1,
  "lumo_ha": 0.0224,
  "species": ["O", "N", "C", "N", "O", "C", "N", "O", "H", "H", "H"],
  "positions_angstrom": [[1.445, -2.221, -0.929], [1.654, -1.138, -0.198], [0.695, -0.248, -0.181], [0.636, 0.983, 0.591], [-0.487, 0.997, 1.390], [-1.523, 1.121, 0.512], [-1.611, 0.447, -0.605], [-0.494, -0.522, -0.966], [0.788, -1.934, -1.607], [1.335, 0.778, 1.227], [-2.437, 1.736, 0.765]],
  "lowdin_charge": [-0.0200, 0.0094, -0.2834, 0.0611, -0.0363, -0.1712, 0.1271, -0.0561, 0.1071, 0.1061, 0.1563]
}



<x>
{
  "formula": "C2H3N3O3",
  "method": "ωB97M-V with the def2-TZVPD basis set",
  "e_homo_ev": -9.665,
  "orbital_gap_ha": 0.3215,
  "charge": 0,
  "multiplicity": 1,
  "lumo_ha": -0.0337,
  "species": ["C", "C", "H", "H", "H", "N", "N", "N", "O", "O", "O"],
  "positions_angstrom": [[0.154, -0.726, -0.560], [-1.086, -0.065, 0.970], [0.260, -2.070, -2.234], [1.216, -0.509, -2.336], [0.876, 2.000, 1.798], [1.168, -1.364, -1.305], [-0.666, -1.218, 0.404], [-0.531, 1.141, 0.472], [-1.704, 0.069, 2.012], [-0.119, 2.149, 1.169], [0.431, 0.592, -0.391]],
  "lowdin_charge": [-0.4959, -0.5282, 0.2705, 0.2208, 0.2668, 0.0726, 0.2169, -0.1528, 0.0853, 0.0118, 0.0323]
}



Ranked by calculated energy, most stable first: <w>, <x>.



<w>
{
  "formula": "C2H3N3O3",
  "method": "ωB97M-V with the def2-TZVPD basis set",
  "e_homo_ev": -8.581,
  "orbital_gap_ha": 0.3172,
  "charge": 0,
  "multiplicity": 1,
  "lumo_ha": 0.0018,
  "species": ["C", "C", "H", "H", "H", "N", "N", "N", "O", "O", "O"],
  "positions_angstrom": [[0.783, 0.291, 0.010], [-1.502, -0.067, -0.169], [1.905, -1.549, 0.606], [0.189, 2.437, 0.319], [-2.085, -1.676, -0.481], [1.986, 0.392, -0.015], [0.094, 1.455, 0.075], [-1.223, 1.157, -0.280], [2.512, -0.875, -0.276], [-2.526, -0.860, 0.014], [-0.133, -0.705, 0.197]],
  "lowdin_charge": [-0.5238, -0.3708, 0.2511, 0.1641, 0.2057, 0.0131, 0.0736, 0.1259, -0.1379, 0.1423, 0.0568]
}



<x>
{
  "formula": "C2H3N3O3",
  "method": "ωB97M-V with the def2-TZVPD basis set",
  "smiles": "[H]/N=c1\\nc(O)on1O",
  "e_homo_ev": -9.604,
  "orbital_gap_ha": 0.3598,
  "charge": 0,
  "multiplicity": 1,
  "lumo_ha": 0.0069,
  "species": ["H", "N", "C", "N", "C", "O", "O", "N", "O", "H", "H"],
  "positions_angstrom": [[1.817, 2.118, 0.242], [1.841, 1.074, 0.080], [0.725, 0.604, -0.290], [-0.595, 1.039, -0.249], [-1.326, -0.089, -0.187], [-2.597, -0.303, 0.139], [-0.656, -1.162, -0.228], [0.724, -0.802, -0.600], [1.571, -1.628, 0.071], [-3.274, 0.498, 0.070], [1.771, -1.348, 0.952]],
  "lowdin_charge": [0.0840, 0.1420, -0.4708, 0.1709, -0.5010, 0.1294, 0.1206, -0.0369, 0.0546, 0.2120, 0.0950]
}



<y>
{
  "formula": "C2H3N3O3",
  "method": "ωB97M-V with the def2-TZVPD basis set",
  "smiles": "Nc1nn(O)c(=O)o1",
  "e_homo_ev": -8.738,
  "orbital_gap_ha": 0.3450,
  "charge": 0,
  "multiplicity": 1,
  "lumo_ha": 0.0239,
  "species": ["N", "C", "N", "N", "O", "C", "O", "O", "H", "H", "H"],
  "positions_angstrom": [[-2.249, 0.126, -0.067], [-0.900, 0.040, 0.004], [-0.214, -1.051, 0.067], [1.058, -0.481, 0.188], [2.060, -1.269, -0.242], [1.207, 0.843, 0.012], [2.127, 1.567, -0.056], [-0.171, 1.128, 0.021], [-2.730, 0.982, -0.355], [-2.877, -0.672, -0.031], [2.690, -1.213, 0.459]],
  "lowdin_charge": [0.1684, -0.4959, 0.1898, -0.1519, 0.0797, -0.4741, 0.1780, 0.1624, 0.1196, 0.1172, 0.1069]
}



<z>
{
  "formula": "C2H3N3O3",
  "method": "ωB97M-V with the def2-TZVPD basis set",
  "smiles": "N/N=c1\\o[nH]oc1=O",
  "e_homo_ev": -9.228,
  "orbital_gap_ha": 0.3253,
  "charge": 0,
  "multiplicity": 1,
  "lumo_ha": -0.0138,
  "species": ["N", "N", "C", "O", "N", "O", "C", "O", "H", "H", "H"],
  "positions_angstrom": [[-1.276, -1.788, -0.225], [-0.665, -0.885, -1.068], [-0.078, 0.004, -0.280], [-0.331, 0.188, 1.079], [0.859, 1.284, 1.502], [1.224, 1.683, 0.297], [0.734, 0.997, -0.900], [1.195, 1.204, -1.955], [-0.353, -2.143, 0.560], [-1.483, -2.514, -0.862], [0.172, 1.969, 1.852]],
  "lowdin_charge": [-0.0244, 0.0441, -0.3336, -0.0145, 0.1088, -0.0399, -0.3530, 0.2088, 0.2254, 0.0460, 0.1322]
}



Ranked by calculated energy, most stable first: <y>, <x>, <w>, <z>.



<w>
{
  "formula": "C2H11O3S",
  "method": "ωB97M-V with the def2-TZVPD basis set",
  "e_homo_ev": -3.715,
  "orbital_gap_ha": 0.2798,
  "charge": -1,
  "multiplicity": 1,
  "lumo_ha": 0.1432,
  "species": ["C", "C", "S", "H", "H", "H", "H", "H", "H", "H", "O", "H", "H", "O", "H", "H", "O"],
  "positions_angstrom": [[-0.642, 1.835, 1.782], [-1.010, 0.581, 1.028], [-0.212, 0.320, -0.579], [0.454, 1.939, 1.834], [-0.883, 2.780, 1.268], [-1.019, 1.918, 2.808], [-0.838, -0.325, 1.608], [-2.111, 0.614, 0.854], [1.068, -2.519, -0.938], [1.333, -1.205, -0.445], [1.786, -2.096, -0.447], [2.939, -1.164, 0.834], [2.299, 0.183, 0.771], [3.113, -0.252, 1.076], [-2.062, -0.040, -2.017], [-3.231, -0.492, -1.322], [-3.001, -0.272, -2.240]],
  "lowdin_charge": [-0.2310, -0.7571, 0.4005, 0.0499, 0.0587, 0.0539, 0.0386, 0.0376, 0.0201, -0.1191, -0.1753, -0.0144, -0.0211, -0.1027, -0.0849, 0.0051, -0.1587]
}



<x>
{
  "formula": "C2H11O3S",
  "method": "ωB97M-V with the def2-TZVPD basis set",
  "e_homo_ev": -3.354,
  "orbital_gap_ha": 0.2657,
  "charge": -1,
  "multiplicity": 1,
  "lumo_ha": 0.1424,
  "species": ["C", "C", "S", "H", "H", "H", "H", "H", "H", "H", "O", "H", "H", "O", "H", "H", "O"],
  "positions_angstrom": [[-1.957, -1.641, -1.191], [-1.409, -0.205, -1.208], [0.347, -0.161, -0.641], [-1.219, -2.244, -1.698], [-2.113, -1.957, -0.158], [-2.903, -1.719, -1.732], [-1.455, 0.142, -2.242], [-1.911, 0.460, -0.521], [1.331, -1.155, 2.642], [0.509, -0.377, 1.605], [0.965, -0.282, 2.472], [0.210, 1.467, 2.535], [-0.160, 2.288, 1.301], [-0.067, 2.353, 2.257], [2.713, 0.485, -0.942], [3.528, 1.752, -1.228], [3.589, 0.795, -1.252]],
  "lowdin_charge": [-0.2345, -0.7377, 0.3438, 0.0335, 0.0531, 0.0448, 0.0281, 0.0168, 0.0269, -0.1048, -0.1504, -0.0217, -0.0037, -0.1026, -0.0823, 0.0129, -0.1222]
}



Ranked by calculated energy, most stable first: <w>, <x>.